Entry 1:
DFT (the ωB97M-V functional and the def2-TZVPD basis) results for a 8-piece molecular cluster, C52H115N5O8 overall at a distorted geometry.

```
180
C52H115N5O8 the ωB97M-V functional and the def2-TZVPD basis
C 5.67 1.15 3.77
C 5.09 1.57 2.35
C 3.96 2.59 2.67
C 6.14 2.23 1.44
C 7.06 1.25 0.76
C 6.34 0.22 0.02
C 5.23 -0.48 0.83
C 4.34 -1.19 -0.20
C 5.84 -1.56 1.76
N 4.38 0.45 1.58
O 3.32 -0.17 2.26
H 4.95 0.59 4.37
H 6.55 0.52 3.73
H 6.01 2.03 4.32
H 3.57 3.08 1.78
H 3.18 2.06 3.21
H 4.39 3.36 3.31
H 5.58 2.74 0.66
H 6.79 2.93 1.96
H 7.67 1.85 0.08
H 7.79 0.81 1.44
H 7.10 -0.47 -0.34
H 5.82 0.72 -0.80
H 3.71 -0.48 -0.74
H 3.58 -1.87 0.19
H 4.87 -1.68 -1.02
H 6.33 -2.28 1.10
H 5.06 -2.03 2.37
H 6.51 -1.24 2.56
H 2.55 0.39 2.12
C -4.49 -4.01 -0.65
C -3.02 -4.11 -1.03
C -2.68 -2.88 -1.94
C -2.06 -4.00 0.23
C -2.16 -5.20 1.18
C -1.65 -6.35 0.34
C -2.52 -6.61 -0.91
C -1.66 -7.66 -1.67
C -3.87 -7.25 -0.47
N -2.68 -5.38 -1.68
O -3.15 -5.60 -2.99
H -4.80 -4.59 0.22
H -4.75 -3.00 -0.33
H -5.14 -4.22 -1.49
H -2.74 -1.98 -1.33
H -1.65 -2.93 -2.30
H -3.44 -2.78 -2.72
H -1.04 -3.83 -0.11
H -2.42 -3.19 0.87
H -1.54 -4.94 2.04
H -3.17 -5.27 1.60
H -1.67 -7.29 0.89
H -0.58 -6.19 0.15
H -0.71 -7.28 -2.05
H -2.23 -8.18 -2.44
H -1.44 -8.48 -0.99
H -4.40 -7.32 -1.42
H -4.55 -6.78 0.23
H -3.60 -8.28 -0.23
H -2.35 -5.73 -3.51
C 0.63 0.77 -7.60
C 0.84 1.33 -6.12
C 1.06 2.82 -6.09
C -0.51 1.02 -5.35
C -0.73 -0.49 -4.88
C 0.46 -0.93 -4.07
C 1.80 -0.74 -4.84
C 2.89 -0.90 -3.79
C 1.93 -1.98 -5.81
N 1.95 0.57 -5.49
O 3.23 0.84 -6.09
H 0.22 -0.24 -7.60
H 0.05 1.37 -8.30
H 1.59 0.81 -8.11
H 1.89 3.14 -6.71
H 0.23 3.33 -6.58
H 1.21 3.31 -5.12
H -0.62 1.67 -4.48
H -1.39 1.32 -5.93
H -1.65 -0.53 -4.29
H -0.98 -1.21 -5.66
H 0.39 -1.98 -3.80
H 0.44 -0.34 -3.16
H 2.88 -0.06 -3.09
H 3.86 -1.01 -4.28
H 2.69 -1.81 -3.22
H 2.87 -1.95 -6.36
H 1.12 -2.12 -6.53
H 2.11 -2.94 -5.33
H 3.19 0.39 -6.94
C 0.22 0.62 5.13
C -0.04 2.16 5.34
C -1.24 2.32 6.27
C 1.24 2.77 6.01
C 1.45 4.28 5.90
C 1.38 4.57 4.44
C 0.11 4.22 3.69
C -1.03 5.22 4.03
C 0.47 4.40 2.24
N -0.25 2.81 3.99
O -1.26 2.32 3.26
H 0.50 0.12 6.05
H -0.62 0.19 4.59
H 1.10 0.55 4.48
H -1.40 3.38 6.46
H -2.20 1.99 5.88
H -1.11 1.84 7.24
H 1.28 2.54 7.07
H 2.14 2.27 5.62
H 0.68 4.86 6.40
H 2.43 4.53 6.33
H 2.30 4.13 4.04
H 1.54 5.64 4.30
H -0.63 6.22 3.88
H -1.29 5.11 5.08
H -1.93 5.15 3.42
H 1.09 5.28 2.09
H -0.42 4.62 1.66
H 0.98 3.54 1.80
H -2.04 2.76 3.61
C -4.35 4.12 -4.78
C -4.21 3.50 -3.38
C -5.51 3.90 -2.65
C -4.24 1.94 -3.55
C -3.76 1.13 -2.37
C -2.35 1.59 -1.90
C -2.29 3.15 -1.62
C -3.03 3.48 -0.25
C -0.79 3.49 -1.39
N -2.89 3.92 -2.77
O -2.69 5.28 -2.60
H -4.43 5.20 -4.67
H -3.48 3.86 -5.37
H -5.34 3.85 -5.16
H -5.61 4.99 -2.57
H -6.41 3.51 -3.10
H -5.60 3.54 -1.62
H -5.26 1.62 -3.75
H -3.71 1.71 -4.47
H -4.46 1.11 -1.54
H -3.58 0.11 -2.72
H -1.69 1.45 -2.76
H -2.02 0.99 -1.06
H -4.06 3.14 -0.19
H -3.11 4.57 -0.14
H -2.48 3.05 0.59
H -0.45 3.06 -0.46
H -0.61 4.53 -1.12
H -0.19 3.23 -2.27
H -3.27 5.48 -1.85
C 2.72 -3.72 2.80
C 1.32 -3.46 3.32
C 0.98 -4.58 4.37
O 1.16 -2.18 4.02
H 3.09 -2.97 2.10
H 2.80 -4.60 2.15
H 3.47 -3.88 3.58
H 0.60 -3.47 2.50
H 1.70 -4.47 5.18
H 0.87 -5.56 3.91
H 0.01 -4.34 4.80
H 1.27 -1.55 3.31
C -3.27 -0.78 3.32
C -3.99 -0.59 1.95
O -4.64 0.61 1.92
H -2.55 -1.60 3.34
H -4.00 -0.85 4.14
H -2.65 0.10 3.50
H -4.52 -1.52 1.72
H -3.10 -0.60 1.33
H -5.30 0.54 1.23
C 0.67 -0.97 0.08
C -0.25 -0.50 1.12
O 0.44 0.33 1.99
H 1.24 -0.14 -0.34
H 0.10 -1.40 -0.75
H 1.32 -1.76 0.47
H -0.73 -1.32 1.64
H -1.01 0.15 0.67
H -0.17 0.93 2.40
```

The value obtained for the max |F| is 0.081 hartree/bohr. The energy relative to the best compared isomer or geometry (same formula, charge and spin) comes out at 123.4 kJ/mol. The molecular weight is 938.52 g mol⁻¹. The value obtained for the highest occupied orbital energy is -7.792 eV. Its HOMO-LUMO gap is 8.2 eV. The calculation puts the LUMO energy at 0.4 eV. The total energy comes out at -2925.66438 Ha. Its SMILES is CC1(C)CCCC(C)(C)N1O.CC1(C)CCCC(C)(C)N1O.CC1(C)CCCC(C)(C)N1O.CC1(C)CCCC(C)(C)N1O.CC1(C)CCCC(C)(C)N1O.CC(C)O.CCO.CCO.

---

Entry 2:
DFT (the ωB97M-V functional and the def2-TZVPD basis) results for a 2-piece molecular cluster, C5H10OS overall at a distorted geometry.

```
17
C5H10OS the ωB97M-V functional and the def2-TZVPD basis
C -0.43 0.65 -0.56
C -0.58 -0.64 -0.58
C -1.25 -1.82 -1.06
C 0.27 1.57 1.64
C 0.78 1.32 0.24
O 1.17 -1.52 0.48
S 0.84 -2.76 1.33
H -1.08 1.25 -1.06
H -2.20 -1.54 -1.26
H -1.48 -2.59 -0.33
H -0.74 -2.25 -1.92
H -0.77 2.08 1.52
H -0.06 0.75 2.27
H 0.93 2.09 2.27
H 0.96 2.19 -0.39
H 1.61 0.68 -0.06
H 1.18 -2.26 2.52
```

The value obtained for the max |F| is 0.080 hartree/bohr. The energy relative to the best compared isomer or geometry (same formula, charge and spin) comes out at 482.0 kJ/mol. The molecular weight is 118.20 g mol⁻¹. The value obtained for the highest occupied orbital energy (alpha / beta) is -7.103 / -7.510 eV. Its HOMO-LUMO gap (alpha / beta) is 6.8 / 7.6 eV. The calculation puts the LUMO energy (alpha / beta) at -0.3 / 0.1 eV. The total energy comes out at -669.75285 Ha.

---

Entry 3:
DFT (the ωB97M-V functional and the def2-TZVPD basis) results for C11H11NO2V as an isolated structure at a distorted geometry.

```
26
C11H11NO2V the ωB97M-V functional and the def2-TZVPD basis
V -0.49 -0.15 0.02
C -2.72 -0.20 -1.02
H -2.84 -1.12 -0.42
H -3.45 0.58 -0.70
H -2.99 -0.45 -2.06
H -1.66 0.34 -1.14
H -0.59 0.48 -1.52
O -1.15 -1.62 3.69
C -0.71 -1.13 2.64
O -1.46 -0.95 1.57
C 0.70 -0.71 2.54
C 1.47 -0.93 3.69
C 2.79 -0.55 3.60
C 3.32 0.02 2.42
C 4.68 0.37 2.36
C 5.17 0.91 1.20
C 4.35 1.12 0.06
C 3.02 0.78 0.12
C 2.45 0.21 1.27
N 1.13 -0.17 1.36
H 1.02 -1.38 4.58
H 3.42 -0.73 4.48
H 5.29 0.19 3.26
H 6.20 1.18 1.16
H 4.75 1.53 -0.86
H 2.37 0.93 -0.74
```

The value obtained for the max |F| is 0.087 hartree/bohr. As for the spin multiplicity: 2. The energy relative to the best compared isomer or geometry (same formula, charge and spin) comes out at 0.0 kJ/mol. The total charge is +2. The molecular weight is 240.16 g mol⁻¹. The value obtained for the highest occupied orbital energy (alpha / beta) is -16.786 / -16.451 eV. Its HOMO-LUMO gap (alpha / beta) is 4.8 / 4.4 eV. The calculation puts the LUMO energy (alpha / beta) at -12.0 / -12.0 eV. The total energy comes out at -1574.17403 Ha.

---

Entry 4:
DFT (the ωB97M-V functional and the def2-TZVPD basis) results for C18H11F5GaN3O2S as an isolated structure.

```
41
C18H11F5GaN3O2S the ωB97M-V functional and the def2-TZVPD basis
Ga -0.68 -0.53 0.30
F 1.71 -5.46 3.87
C 1.58 -4.55 2.91
C 0.36 -3.95 2.67
F -0.70 -4.28 3.40
C 0.28 -3.01 1.67
F -0.95 -2.44 1.45
C 1.34 -2.63 0.88
S 1.22 -1.43 -0.42
C 2.55 -3.25 1.15
F 3.63 -2.94 0.43
C 2.68 -4.19 2.14
F 3.86 -4.77 2.38
N -2.17 -0.65 -0.74
C -2.67 -1.32 -1.60
N -3.14 -2.00 -2.48
C -4.22 -2.39 -3.11
N -5.15 -2.76 -3.70
C 0.37 3.06 -3.59
C 0.21 2.69 -2.14
C 1.32 2.41 -1.35
C 1.20 2.07 -0.01
C 2.42 1.86 0.85
C -0.09 1.97 0.53
C -1.23 2.31 -0.22
C -2.60 2.35 0.40
C -1.05 2.66 -1.56
C -0.26 1.48 1.95
O -0.05 2.12 2.94
O -0.70 0.21 1.97
H 1.42 3.16 -3.86
H -0.13 4.00 -3.81
H -0.07 2.29 -4.23
H 2.32 2.47 -1.79
H 3.32 1.83 0.24
H 2.36 0.92 1.41
H 2.51 2.66 1.58
H -2.57 2.71 1.43
H -3.08 1.37 0.40
H -3.25 3.02 -0.17
H -1.92 2.93 -2.15
```

The value obtained for the max |F| is 0.011 hartree/bohr. The energy relative to the best compared isomer or geometry (same formula, charge and spin) comes out at 84.9 kJ/mol. The molecular weight is 498.08 g mol⁻¹. The value obtained for the highest occupied orbital energy is -9.502 eV. Its HOMO-LUMO gap is 9.3 eV. The calculation puts the LUMO energy at -0.2 eV. The total energy comes out at -3829.61060 Ha.

---

Entry 5:
DFT (the ωB97M-V functional and the def2-TZVPD basis) results for a 11-piece molecular cluster, C2H26O11 overall at a distorted geometry.

```
39
C2H26O11 the ωB97M-V functional and the def2-TZVPD basis
C -4.03 2.12 -0.81
C -3.38 0.73 -0.77
O -2.15 0.74 -0.10
H -3.42 2.90 -1.27
H -4.34 2.39 0.20
H -4.99 2.02 -1.32
H -3.22 0.37 -1.78
H -3.97 -0.02 -0.23
H -1.86 -0.16 -0.25
O -0.16 2.49 -0.66
H 0.19 2.97 -1.41
H -0.90 2.00 -1.02
O 1.97 -2.71 2.31
H 2.74 -2.16 2.43
H 1.80 -3.08 3.17
O 3.71 -0.85 -0.13
H 3.97 -0.26 0.58
H 4.33 -1.57 -0.09
O 4.15 0.98 -2.18
H 3.61 1.03 -2.97
H 3.69 0.35 -1.62
O -1.25 1.74 2.24
H -1.61 1.32 1.46
H -1.95 1.69 2.89
O 1.35 0.42 0.65
H 0.52 -0.04 0.54
H 2.01 -0.22 0.34
O 1.67 -2.76 -0.80
H 1.78 -3.45 -0.14
H 2.21 -2.04 -0.48
O -0.79 -0.82 3.73
H -1.42 -1.25 4.30
H -1.18 -0.87 2.86
O 1.10 0.08 -2.43
H 1.43 0.71 -3.07
H 0.15 0.24 -2.41
O -0.76 -1.34 -0.66
H -1.08 -2.05 -0.10
H 0.07 -1.66 -0.99
```

The value obtained for the max |F| is 0.025 hartree/bohr. As for the spin multiplicity: 2. The total charge is -1. The molecular weight is 226.22 g mol⁻¹. The value obtained for the highest occupied orbital energy (alpha / beta) is 0.372 / -6.764 eV. Its HOMO-LUMO gap (alpha / beta) is 2.2 / 9.3 eV. The calculation puts the LUMO energy (alpha / beta) at 2.6 / 2.5 eV. The total energy comes out at -919.37070 Ha.

---

Entry 6:
DFT (the ωB97M-V functional and the def2-TZVPD basis) results for a 2-piece molecular cluster, C3H4N2OS overall at a distorted geometry.

```
11
C3H4N2OS the ωB97M-V functional and the def2-TZVPD basis
C -3.03 1.91 0.11
C 0.23 -0.44 -0.33
C -1.77 1.35 0.09
N -4.08 2.39 0.13
N -1.95 -2.74 0.14
O -3.06 -3.08 0.07
S -1.57 -0.25 -0.52
H 0.42 -1.16 0.46
H 0.66 0.53 -0.08
H 0.63 -0.80 -1.27
H -1.00 1.77 0.72
```

The value obtained for the max |F| is 0.042 hartree/bohr. The energy relative to the best compared isomer or geometry (same formula, charge and spin) comes out at 440.1 kJ/mol. The molecular weight is 116.14 g mol⁻¹. The value obtained for the highest occupied orbital energy (alpha / beta) is -8.129 / -8.829 eV. Its HOMO-LUMO gap (alpha / beta) is 8.1 / 7.5 eV. The calculation puts the LUMO energy (alpha / beta) at 0.0 / -1.4 eV. The total energy comes out at -699.50450 Ha.

---

Entry 7:
DFT (the ωB97M-V functional and the def2-TZVPD basis) results for a 2-piece molecular cluster, C20H22F3N2O7 overall at a distorted geometry.

```
54
C20H22F3N2O7 the ωB97M-V functional and the def2-TZVPD basis
O -3.04 6.12 0.70
O 3.22 -3.95 0.01
O 4.17 -0.54 -3.25
O 1.06 -1.31 -1.52
O 1.48 1.84 0.29
O -2.90 1.23 3.01
O 1.28 1.99 -1.90
F 5.83 1.54 -2.33
F 4.38 1.99 -0.77
F 3.92 2.43 -2.91
C -2.54 5.07 1.07
C 2.40 -3.99 -0.90
C 3.91 0.11 -2.23
C 2.25 -1.61 -1.54
C 0.81 2.07 -0.75
C -3.27 2.22 2.38
C -0.23 -7.38 -1.28
C 0.84 -7.41 -0.37
C -0.46 -6.23 -2.04
C 1.67 -6.29 -0.24
C 0.37 -5.11 -1.90
C 1.47 -5.13 -1.01
N -4.15 3.08 2.91
N -2.96 3.92 0.53
C -1.47 5.09 2.14
C 4.49 1.54 -2.05
C 2.61 -3.00 -2.03
C 3.32 -0.67 -1.06
C -4.69 2.98 4.26
C -0.66 2.48 -0.60
C -1.26 2.08 0.76
C -2.73 2.53 0.97
H -0.88 -8.24 -1.38
H 1.02 -8.29 0.23
H -1.30 -6.19 -2.72
H 2.50 -6.34 0.47
H 0.14 -4.23 -2.48
H -4.39 3.89 2.35
H -3.56 4.05 -0.27
H -0.52 4.79 1.70
H -1.38 6.10 2.53
H -1.72 4.41 2.95
H 3.65 -3.02 -2.33
H 2.01 -3.24 -2.91
H 4.11 -1.22 -0.55
H 2.88 0.02 -0.34
H -3.88 2.86 4.98
H -5.35 2.11 4.33
H -5.26 3.89 4.51
H -0.72 3.56 -0.73
H -1.26 2.01 -1.39
H -0.66 2.50 1.56
H -1.22 0.99 0.85
H -3.31 1.90 0.30
```

The value obtained for the max |F| is 0.064 hartree/bohr. The total charge is -1. The molecular weight is 459.40 g mol⁻¹. The value obtained for the highest occupied orbital energy is -4.585 eV. Its HOMO-LUMO gap is 6.5 eV. The calculation puts the LUMO energy at 1.9 eV. The total energy comes out at -1711.22572 Ha.

---

Entry 8:
DFT (the ωB97M-V functional and the def2-TZVPD basis) results for a 4-piece molecular cluster, C2H12NO4 overall at a distorted geometry.

```
19
C2H12NO4 the ωB97M-V functional and the def2-TZVPD basis
C 0.30 1.26 0.25
O 0.54 2.08 1.28
C 0.19 -0.23 0.83
N 0.62 -1.27 -0.18
H -0.64 1.58 -0.20
H 1.07 1.16 -0.56
H 0.66 -0.31 1.78
H -0.85 -0.40 0.99
H 1.50 -0.96 -0.61
H 0.83 -2.13 0.30
H 3.49 0.99 -0.88
H 3.36 0.93 0.62
O 3.70 0.41 -0.13
H -1.77 0.75 -0.94
H -1.11 -0.50 -1.54
O -1.94 0.01 -1.54
H -2.98 -1.08 -0.64
H -2.51 -2.42 -0.21
O -3.27 -1.84 -0.08
```

The value obtained for the max |F| is 0.057 hartree/bohr. The energy relative to the best compared isomer or geometry (same formula, charge and spin) comes out at 159.9 kJ/mol. The total charge is -1. The molecular weight is 114.12 g mol⁻¹. The value obtained for the highest occupied orbital energy is -2.888 eV. Its HOMO-LUMO gap is 6.7 eV. The calculation puts the LUMO energy at 3.8 eV. The total energy comes out at -439.10093 Ha.